1.
DFT (the ωB97M-V functional and the def2-TZVPD basis) results for the ion C3H7FNO with charge +1 at a distorted geometry.

Structure (ORCA input):
```
! RIJCOSX wB97M-V def2-TZVPD def2/J DEFGRID3
* xyz 1 1
F -1.062 -1.766 0.991
C -1.478 -0.573 0.373
C -0.413 0.500 0.883
N 0.714 -0.037 -0.044
C 0.008 -0.423 -1.292
O -1.367 -0.591 -1.019
H -2.441 -0.285 0.751
H -0.770 1.516 0.817
H -0.130 0.180 1.861
H 1.541 0.440 -0.028
H 1.003 -0.910 0.410
H 0.157 0.308 -2.024
H 0.573 -1.317 -1.563
*
```

Properties
**E_tot**: -348.0691 hartree
**Highest occupied orbital energy**: -16.60 eV

Löwdin atomic charge list, values in e, 8 entries: 0.04 -0.27 0.06 0.13 -0.09 0.05 0.17 0.15



2.
DFT (the ωB97M-V functional and the def2-TZVPD basis) results for an isolated molecule of C4H7N3S at a distorted geometry.

Structure (ORCA input):
```
! RIJCOSX wB97M-V def2-TZVPD def2/J DEFGRID3
* xyz 0 1
H 0.334 1.205 -2.090
N -0.637 1.014 -1.612
C -0.568 0.239 -0.576
C -1.776 -0.375 0.020
C -3.076 -0.043 -0.177
N 0.634 -0.328 0.082
S 2.187 -0.292 -0.749
C 0.657 -0.176 1.566
N -0.220 0.511 2.180
H -0.239 0.522 3.269
H -1.512 -1.054 0.894
H -3.816 -0.614 0.293
H -3.217 0.822 -0.892
H 2.246 -1.603 -1.158
H 1.344 -0.855 2.116
*
```

Properties
**E_tot**: -718.9735 hartree
**Highest occupied orbital energy**: -9.35 eV

Löwdin atomic charge list, values in e, 8 entries: 0.06 0.12 -0.46 -0.16 0.04 -0.43 0.76 -0.31



3.
DFT (the ωB97M-V functional and the def2-TZVPD basis) results for a cluster of 8 separate species, C24H46Br2O25S in total at a distorted geometry.

Structure (ORCA input):
```
! RIJCOSX wB97M-V def2-TZVPD def2/J DEFGRID3
* xyz 0 1
C -1.215 -1.060 1.342
C 0.240 -1.279 0.976
Br 0.890 -3.046 1.418
C 0.993 -0.382 0.403
Br 0.271 1.357 -0.018
O 2.310 -0.611 0.037
S 3.439 0.198 0.975
O 2.802 0.966 1.997
O 4.268 -1.094 1.766
O 3.917 -2.300 1.169
H -1.377 -1.456 2.351
H -1.803 -1.635 0.615
H -1.498 -0.007 1.343
H 4.585 -2.545 0.508
C -5.817 3.095 2.544
O -4.791 4.043 2.240
C -3.739 3.525 1.603
O -3.603 2.373 1.283
O -2.864 4.507 1.383
C -1.682 4.088 0.701
H -6.613 3.627 3.059
H -6.222 2.661 1.631
H -5.438 2.316 3.203
H -1.925 3.694 -0.286
H -1.144 3.347 1.288
H -1.047 4.962 0.578
C 1.618 -2.943 -1.999
O 0.314 -2.464 -2.335
C -0.185 -2.972 -3.461
O 0.362 -3.768 -4.179
O -1.395 -2.446 -3.653
C -2.051 -2.907 -4.836
H 1.912 -2.462 -1.072
H 1.604 -4.021 -1.843
H 2.337 -2.677 -2.774
H -2.210 -3.983 -4.793
H -1.479 -2.639 -5.723
H -3.019 -2.414 -4.885
C 1.548 8.682 -0.500
O 2.196 8.163 0.661
C 2.597 6.895 0.545
O 2.454 6.197 -0.425
O 3.182 6.542 1.690
C 3.664 5.198 1.709
H 1.272 9.710 -0.282
H 2.222 8.672 -1.355
H 0.644 8.116 -0.721
H 4.421 5.052 0.940
H 2.844 4.492 1.577
H 4.119 5.025 2.681
C 2.433 -2.923 -6.589
O 3.790 -2.514 -6.792
C 4.697 -3.417 -6.425
O 4.468 -4.501 -5.957
O 5.908 -2.909 -6.667
C 6.987 -3.776 -6.320
H 1.795 -2.109 -6.924
H 2.207 -3.809 -7.181
H 2.238 -3.109 -5.536
H 6.942 -4.698 -6.899
H 6.977 -3.995 -5.253
H 7.910 -3.255 -6.561
C -7.041 -6.463 -6.458
O -5.688 -6.050 -6.654
C -4.781 -6.957 -6.287
O -5.014 -8.042 -5.826
O -3.570 -6.448 -6.521
C -2.490 -7.316 -6.172
H -7.678 -5.647 -6.791
H -7.264 -7.348 -7.053
H -7.237 -6.653 -5.403
H -2.530 -8.235 -6.756
H -2.504 -7.540 -5.106
H -1.567 -6.792 -6.408
C -5.754 5.823 5.109
O -6.974 5.338 5.675
C -6.973 5.276 7.008
O -6.063 5.585 7.729
O -8.161 4.811 7.400
C -8.305 4.691 8.815
H -5.871 5.829 4.028
H -5.552 6.840 5.441
H -4.924 5.165 5.363
H -8.205 5.663 9.296
H -7.575 3.990 9.218
H -9.303 4.307 9.007
C 8.653 -1.231 7.297
O 7.349 -0.776 6.940
C 6.895 -1.265 5.782
O 7.485 -2.024 5.059
O 5.680 -0.765 5.570
C 5.066 -1.207 4.354
H 8.907 -0.768 8.247
H 8.663 -2.314 7.420
H 9.385 -0.925 6.551
H 4.934 -2.288 4.363
H 5.657 -0.901 3.498
H 4.089 -0.738 4.291
*
```

Properties
**E_tot**: -8369.1773 hartree
**Highest occupied orbital energy**: -9.52 eV

Löwdin atomic charge list, values in e, 8 entries: -0.13 -0.68 0.84 -0.80 0.88 -0.38 1.01 -0.38



4.
DFT (the ωB97M-V functional and the def2-TZVPD basis) results for an isolated molecule of C4H9N at a distorted geometry.

Structure (ORCA input):
```
! RIJCOSX wB97M-V def2-TZVPD def2/J DEFGRID3
* xyz 0 1
C 0.091 0.841 0.971
C -0.613 1.069 -0.381
C -0.633 -0.276 -1.078
N 0.250 -1.225 -0.348
C 0.968 -0.408 0.824
H -0.778 0.731 1.663
H 0.692 1.588 1.291
H -1.606 1.455 -0.280
H -0.085 1.844 -0.934
H -1.494 -0.830 -1.404
H -0.114 -0.204 -2.000
H -0.237 -1.998 0.054
H 1.108 -1.044 1.727
H 1.893 -0.325 0.301
*
```

Properties
**E_tot**: -212.5131 hartree
**Highest occupied orbital energy**: -8.48 eV

Löwdin atomic charge list, values in e, 8 entries: -0.18 -0.18 -0.23 -0.08 -0.14 0.12 0.06 0.09



5.
DFT (the ωB97M-V functional and the def2-TZVPD basis) results for a structure of composition C20H17LuN7O2S2 at a distorted geometry.

Structure (ORCA input):
```
! RIJCOSX wB97M-V def2-TZVPD def2/J DEFGRID3
* xyz 1 1
Lu -0.540 0.183 0.100
N -1.076 0.118 2.510
C -1.775 -1.066 2.962
C -2.077 -1.310 4.271
C -2.773 -2.481 4.642
C -3.160 -3.383 3.694
C -2.866 -3.154 2.329
C -3.255 -4.041 1.299
C -2.952 -3.750 -0.001
C -2.249 -2.561 -0.280
N -1.869 -1.710 0.653
C -2.168 -1.988 1.961
H -1.516 0.960 2.875
H -0.119 0.150 2.861
H -1.778 -0.599 5.030
H -2.999 -2.653 5.684
H -3.697 -4.280 3.970
H -3.796 -4.942 1.557
H -3.234 -4.400 -0.815
H -1.986 -2.306 -1.301
N 2.766 5.245 -2.412
C 1.975 4.148 -2.497
C 0.658 4.186 -2.018
C -0.138 3.066 -2.078
C 0.364 1.872 -2.610
C 1.647 1.850 -3.167
C 2.444 2.969 -3.100
S -0.627 0.457 -2.615
O -1.114 0.085 -3.896
O -1.699 0.780 -1.574
N 0.077 -0.735 -1.813
C 1.377 -1.002 -1.382
N 1.348 -1.275 -0.061
C 2.518 -1.583 0.516
C 3.680 -1.634 -0.227
C 3.583 -1.306 -1.577
N 2.439 -0.985 -2.168
H 2.492 6.011 -1.821
H 3.747 5.173 -2.615
H 0.273 5.095 -1.579
H -1.152 3.114 -1.702
H 2.024 0.958 -3.644
H 3.439 2.943 -3.520
H 2.505 -1.790 1.578
H 4.621 -1.900 0.226
H 4.468 -1.300 -2.200
S 1.467 1.636 1.025
C 0.649 3.085 1.353
N 0.052 4.047 1.575
*
```

Properties
**E_tot**: -3337.9832 hartree
**Highest occupied orbital energy**: -10.89 eV

Löwdin atomic charge list, values in e, 8 entries: 1.52 -0.01 -0.23 0.00 -0.04 -0.01 -0.14 0.03



6.
DFT (the ωB97M-V functional and the def2-TZVPD basis) results for a structure of composition C35H41ClLaN3O2S3.

Structure (ORCA input):
```
! RIJCOSX wB97M-V def2-TZVPD def2/J DEFGRID3
* xyz 0 1
La -0.919 0.540 0.483
C 0.133 3.615 1.493
C 1.345 3.936 0.895
C 2.288 2.914 1.209
C 1.649 1.945 1.974
C 0.273 2.345 2.162
C -0.434 2.133 3.490
C 2.277 0.766 2.656
C 3.726 2.977 0.791
C 1.675 5.145 0.075
C -1.106 4.457 1.540
H -0.089 2.876 4.218
H -0.251 1.153 3.922
H -1.521 2.243 3.434
H 1.806 -0.195 2.413
H 2.215 0.848 3.746
H 3.336 0.664 2.409
H 4.206 3.881 1.174
H 3.845 3.006 -0.297
H 4.307 2.132 1.165
H 2.462 5.743 0.541
H 0.812 5.798 -0.049
H 2.039 4.893 -0.928
H -1.239 4.930 2.518
H -2.019 3.879 1.354
H -1.095 5.254 0.796
O -4.928 -0.759 -0.781
C -3.730 -0.711 -0.923
N -2.948 0.437 -1.032
C -3.421 1.369 -1.908
O -4.404 1.291 -2.621
C -2.511 2.570 -2.075
C -2.893 3.590 -2.933
C -2.012 4.633 -3.155
C -0.774 4.607 -2.532
C -0.481 3.553 -1.682
N -1.338 2.561 -1.437
C -2.927 -1.989 -0.950
C -3.552 -3.180 -1.275
C -2.802 -4.344 -1.258
C -1.474 -4.274 -0.882
C -0.936 -3.040 -0.554
N -1.634 -1.910 -0.615
H -3.862 3.521 -3.406
H -2.281 5.449 -3.813
H -0.041 5.385 -2.688
H 0.464 3.498 -1.157
H -4.607 -3.165 -1.511
H -3.257 -5.295 -1.503
H -0.858 -5.160 -0.820
H 0.094 -2.941 -0.241
C 2.256 -1.787 -3.596
C 1.609 -0.429 -3.360
S 1.385 0.109 -1.655
C 3.015 0.105 -0.905
C 3.593 -1.233 -0.439
S 2.396 -2.257 0.451
C 2.562 -3.884 -0.331
C 2.678 -3.978 -1.849
S 1.386 -3.175 -2.827
H 3.290 -1.776 -3.254
H 2.289 -1.948 -4.675
H 0.604 -0.408 -3.788
H 2.188 0.335 -3.886
H 2.883 0.768 -0.050
H 3.723 0.604 -1.571
H 4.440 -1.009 0.215
H 3.990 -1.805 -1.274
H 1.674 -4.424 0.008
H 3.418 -4.410 0.098
H 2.663 -5.041 -2.101
H 3.649 -3.619 -2.193
Cl -3.025 -6.562 1.998
C -2.547 -4.905 2.280
C -1.225 -4.614 2.564
C -0.841 -3.295 2.716
C -1.753 -2.234 2.595
C -1.304 -0.838 2.665
C -3.086 -2.577 2.338
C -3.484 -3.892 2.172
H -0.506 -5.417 2.662
H 0.195 -3.071 2.945
H -0.354 -0.771 3.205
H -2.022 -0.217 3.215
H -3.831 -1.793 2.245
H -4.515 -4.128 1.953
*
```

Properties
**E_tot**: -3359.4439 hartree
**Highest occupied orbital energy**: -6.99 eV

Löwdin atomic charge list, values in e, 8 entries: 1.95 -0.29 -0.26 -0.24 -0.30 -0.44 -0.09 -0.06